ORCA calculation (ωB97M-V/def2-TZVPD) on 7 unconnected molecules or ions with the total composition C48H99BClO19 at a distorted geometry.

Structure (XYZ):
```
168
C48H99BClO19, DFT ωB97M-V/def2-TZVPD
C 1.28259 -6.58029 3.27245
C 0.00062 -7.53176 2.80530
C 0.06460 -8.99285 3.54645
C 0.21391 -10.27389 2.53291
C -1.22469 -10.98298 2.15909
C -0.87591 -12.37769 1.32084
C -0.83128 -11.92458 -0.28544
C -2.37644 -11.63716 -0.85528
C -2.38083 -10.20679 -1.68455
C -3.34557 -9.05527 -1.02564
C -2.59731 -7.59447 -1.05052
C -3.02177 -6.62268 -2.30410
B -1.74802 -6.13533 -3.22281
Cl -1.72079 -7.18093 -4.76243
C -1.74037 -4.50626 -3.56070
C -0.51832 -4.10477 -4.62829
C -0.19754 -2.48348 -4.64333
C 0.98111 -2.06498 -3.54755
C 2.47302 -1.95528 -4.21745
C 3.06737 -0.43398 -4.35363
C 2.87356 0.51392 -3.03125
C 3.48226 -0.09777 -1.63770
C 5.11530 -0.35011 -1.67559
C 5.96261 0.98687 -1.19155
C 7.01969 1.50489 -2.37436
O 7.86459 0.41651 -2.89097
C 9.29780 0.63356 -2.54591
H 1.03338 -6.10328 4.32321
H 2.23109 -7.27567 3.36027
H 1.40901 -5.76868 2.43200
H -1.02183 -7.02646 3.14656
H -0.02996 -7.56528 1.63601
H 0.94585 -8.99426 4.32434
H -0.95153 -9.15376 4.15070
H 0.77197 -9.99605 1.53625
H 0.86555 -11.09389 3.09480
H -1.86973 -11.29267 3.09192
H -1.84376 -10.20978 1.51233
H -1.69390 -13.22500 1.51297
H 0.15051 -12.87140 1.67194
H -0.41416 -12.85127 -0.87010
H -0.10851 -11.01766 -0.47921
H -2.71126 -12.49234 -1.60752
H -3.06707 -11.60221 0.09600
H -1.28653 -9.76614 -1.82012
H -2.80869 -10.44899 -2.77149
H -3.56982 -9.29553 0.12061
H -4.37656 -9.07373 -1.57894
H -1.43449 -7.73231 -1.04511
H -2.87675 -7.00864 -0.05312
H -3.84304 -7.16998 -2.95059
H -3.55166 -5.65821 -1.84397
H -0.74898 -6.37098 -2.62729
H -2.79310 -4.25127 -4.01590
H -1.63857 -3.89285 -2.54200
H -0.87800 -4.37528 -5.71694
H 0.41726 -4.76991 -4.38614
H 0.11785 -2.16190 -5.74598
H -1.16958 -1.89328 -4.32674
H 1.03475 -2.95082 -2.75197
H 0.59556 -1.09387 -3.02114
H 2.36513 -2.36798 -5.33244
H 3.27640 -2.68059 -3.71308
H 4.23668 -0.54246 -4.56797
H 2.64031 0.12538 -5.31678
H 3.39775 1.55369 -3.25507
H 1.73046 0.75991 -2.85814
H 2.87472 -1.04266 -1.23385
H 3.31088 0.73996 -0.80474
H 5.33520 -1.18981 -0.85753
H 5.44479 -0.72190 -2.74829
H 5.25246 1.90467 -0.97271
H 6.62582 0.75491 -0.24329
H 7.71476 2.32063 -1.85119
H 6.43221 2.05003 -3.23815
H 9.83425 -0.39341 -2.73647
H 9.79445 1.44266 -3.26858
H 9.40171 0.95781 -1.41724
C -0.42029 5.31948 2.34560
C 0.54398 4.14807 2.27310
O 0.66052 3.65764 0.92988
C 1.41195 4.41286 0.09225
O 1.98996 5.45084 0.38149
O 1.38977 3.83365 -1.13376
C 2.05807 4.59133 -2.13918
H -1.38934 5.04681 1.91423
H -0.56922 5.63295 3.38346
H -0.05119 6.17771 1.77862
H 0.15445 3.32192 2.87799
H 1.52899 4.40608 2.67602
H 3.08539 4.82772 -1.84296
H 1.49581 5.50594 -2.35045
H 2.09380 3.98849 -3.05084
C 2.86074 1.18079 7.99268
C 2.09859 0.45773 6.89559
O 0.68177 0.59701 7.07321
C 0.16270 1.80114 6.73078
O 0.78690 2.75481 6.28800
O -1.16802 1.77724 6.99099
C -1.81823 3.02697 6.77422
H 2.52752 0.84211 8.97947
H 3.93592 0.99946 7.89945
H 2.69112 2.25968 7.95394
H 2.31944 -0.61398 6.94872
H 2.39753 0.79943 5.89908
H -1.62968 3.40415 5.76368
H -1.49025 3.75173 7.52551
H -2.89496 2.87355 6.88799
C 5.47324 6.48375 0.10383
C 6.20992 5.93052 -1.10386
O 7.42217 6.65825 -1.34716
C 8.45136 6.38114 -0.51014
O 8.43422 5.57670 0.41059
O 9.49858 7.17228 -0.85147
C 10.61648 7.05530 0.02500
H 5.29978 7.55901 -0.01119
H 4.51000 5.98045 0.23210
H 6.05263 6.35253 1.02108
H 5.58454 6.05218 -1.99507
H 6.41722 4.86037 -0.99918
H 10.93709 6.01307 0.12483
H 10.36813 7.47938 1.00263
H 11.44364 7.62953 -0.40149
C -6.64116 7.53576 5.61140
C -5.90448 6.98252 4.40370
O -4.69223 7.71026 4.16040
C -3.66304 7.43315 4.99742
O -3.68018 6.62871 5.91815
O -2.61582 8.22429 4.65609
C -1.49792 8.10731 5.53256
H -6.81462 8.61102 5.49637
H -7.60440 7.03246 5.73966
H -6.06177 7.40453 6.52865
H -6.52985 7.10419 3.51249
H -5.69717 5.91237 4.50838
H -1.17731 7.06508 5.63239
H -1.74627 8.53139 6.51019
H -0.67076 8.68154 5.10607
C -3.84732 5.07375 -3.65501
C -5.26019 5.31382 -3.15156
O -5.29764 5.35372 -1.71791
C -4.83142 6.49240 -1.14988
O -4.39662 7.46823 -1.74477
O -4.90314 6.35289 0.19714
C -4.33991 7.44554 0.91859
H -3.42547 4.17115 -3.20021
H -3.83972 4.95972 -4.74337
H -3.18287 5.90087 -3.39303
H -5.90013 4.48019 -3.46087
H -5.69326 6.22661 -3.57397
H -4.77944 8.39839 0.60570
H -3.25384 7.45798 0.78597
H -4.55743 7.29937 1.98026
C -5.43548 -0.88302 -6.30404
C -6.84835 -0.64294 -5.80059
O -6.88580 -0.60305 -4.36694
C -6.41957 0.53564 -3.79891
O -5.98478 1.51146 -4.39380
O -6.49130 0.39613 -2.45189
C -5.92806 1.48877 -1.73044
H -5.01363 -1.78562 -5.84924
H -5.42788 -0.99705 -7.39240
H -4.77102 -0.05590 -6.04206
H -7.48829 -1.47658 -6.10990
H -7.28142 0.26984 -6.22300
H -6.36760 2.44162 -2.04333
H -4.84199 1.50121 -1.86306
H -6.14559 1.34260 -0.66877
```

Computed properties:
frontier orbital gap: 6.38 eV
F_max: 2.709 eV Å⁻¹
E: -3802.6704 Eh
total charge: -1
M: 1026.6 u